Density functional theory data (the ωB97M-V functional and the def2-TZVPD basis) for a cluster of 12 separate species, C34H49Cl22F9N2 in total.

Frontier orbital gap = 8.636 eV
Maximum force = 1.28 eV Å⁻¹
Energy = -12457.5439 a.u.

The geometry in ORCA input format:
```
! wB97M-V def2-TZVPD RIJCOSX def2/J DEFGRID3
* xyz 0 1
F 1.121 2.767 -4.393
C 0.521 3.176 -3.292
F 1.391 3.391 -2.317
F -0.057 4.354 -3.575
C -0.628 2.204 -2.855
F -1.629 2.992 -2.396
F -1.117 1.552 -3.910
C -0.316 1.235 -1.689
F -0.188 1.929 -0.560
F -1.443 0.497 -1.554
C 0.878 0.238 -1.926
F 1.323 0.325 -3.197
F 0.397 -1.008 -1.761
C 1.987 0.426 -0.907
C 3.181 1.069 -1.281
N 4.163 1.287 -0.447
C 3.925 0.840 0.821
C 4.910 1.033 1.812
C 4.725 0.612 3.095
C 3.525 -0.069 3.436
C 2.569 -0.288 2.494
C 2.738 0.172 1.174
N 1.740 -0.042 0.280
H 3.292 1.415 -2.300
H 5.832 1.535 1.555
H 5.486 0.789 3.838
H 3.382 -0.399 4.453
H 1.657 -0.818 2.762
Cl 7.981 0.469 3.546
C 9.570 0.564 2.742
C 9.675 1.762 1.835
Cl 8.613 1.623 0.412
H 9.724 -0.364 2.198
H 10.321 0.630 3.528
H 10.695 1.851 1.465
H 9.416 2.679 2.358
Cl -0.694 -0.195 -8.218
C -1.839 1.000 -7.560
C -3.258 0.492 -7.564
Cl -3.910 0.324 -9.213
H -1.742 1.913 -8.141
H -1.527 1.207 -6.537
H -3.900 1.198 -7.039
H -3.334 -0.476 -7.072
Cl -3.926 2.455 1.811
C -3.968 2.991 0.111
C -3.712 4.470 -0.023
Cl -5.048 5.447 0.645
H -4.935 2.716 -0.303
H -3.194 2.438 -0.418
H -3.621 4.737 -1.074
H -2.796 4.763 0.484
Cl -1.831 -4.465 -1.703
C -2.484 -2.941 -2.369
C -3.802 -3.142 -3.066
Cl -3.630 -4.091 -4.568
H -1.734 -2.528 -3.037
H -2.612 -2.257 -1.532
H -4.217 -2.175 -3.346
H -4.517 -3.646 -2.418
Cl 2.594 -3.705 -6.256
C 1.717 -4.440 -4.887
C 1.681 -3.537 -3.682
Cl 3.293 -3.334 -2.940
H 2.191 -5.390 -4.656
H 0.701 -4.633 -5.228
H 1.031 -3.968 -2.922
H 1.304 -2.551 -3.938
Cl -5.740 -3.957 -0.250
C -4.426 -4.325 0.902
C -4.547 -3.525 2.172
Cl -4.246 -1.790 1.898
H -3.480 -4.136 0.402
H -4.489 -5.390 1.123
H -3.805 -3.869 2.891
H -5.533 -3.630 2.618
Cl 0.471 10.044 -2.543
C 0.908 8.341 -2.253
C -0.172 7.391 -2.702
Cl -1.634 7.486 -1.688
H 1.124 8.225 -1.194
H 1.821 8.147 -2.815
H 0.179 6.367 -2.623
H -0.460 7.578 -3.733
Cl -4.938 4.984 5.434
C -5.354 6.174 4.171
C -4.845 7.553 4.499
Cl -5.693 8.277 5.891
H -6.434 6.167 4.048
H -4.900 5.826 3.246
H -5.009 8.213 3.649
H -3.782 7.540 4.725
Cl 1.729 -3.622 2.615
C 0.562 -4.705 1.809
C 1.236 -5.675 0.874
Cl 1.928 -4.865 -0.560
H -0.165 -4.089 1.282
H 0.047 -5.251 2.597
H 0.515 -6.400 0.508
H 2.038 -6.214 1.376
Cl 0.579 -1.176 4.856
C 0.235 0.087 6.068
C -0.465 1.279 5.465
Cl 0.592 2.193 4.360
H 1.177 0.371 6.533
H -0.401 -0.366 6.827
H -0.768 1.963 6.256
H -1.351 0.979 4.911
Cl -0.816 -7.870 1.806
C 0.264 -8.942 2.738
C -0.214 -9.126 4.154
Cl -0.072 -7.624 5.102
H 1.265 -8.517 2.707
H 0.281 -9.901 2.223
H 0.397 -9.878 4.651
H -1.251 -9.447 4.185
*
```

These are the Löwdin partial charges, in e, on atoms 1 to 8:
1 F 0.1996
2 C -0.5409
3 F 0.2006
4 F 0.1515
5 C -0.3409
6 F 0.1390
7 F 0.1716
8 C -0.3487

=====

Density functional theory data (the ωB97M-V functional and the def2-TZVPD basis) for a cluster of 7 separate species, C51H99Br2FN2O18S6 in total.

Frontier orbital gap = 8.613 eV
Maximum force = 4.45 eV Å⁻¹
Energy = -11103.3142 a.u.

The geometry in ORCA input format:
```
! wB97M-V def2-TZVPD RIJCOSX def2/J DEFGRID3
* xyz 0 1
C -4.149 11.221 -0.722
C -3.878 10.806 -2.162
C -2.974 9.558 -2.327
C -2.140 9.160 -1.093
C -2.853 8.048 -0.309
C -1.943 7.259 0.611
C -2.638 6.045 1.215
C -1.697 5.147 2.047
C -1.662 3.707 1.530
C -1.159 2.689 2.563
C -0.312 1.566 1.941
C -0.427 0.272 2.726
C 0.537 -0.825 2.249
C 0.907 -1.837 3.354
C 0.590 -3.311 3.010
C 1.822 -4.215 3.031
C 1.490 -5.714 3.167
C 2.299 -6.558 2.176
C 2.640 -7.959 2.683
C 2.813 -8.946 1.522
C 2.535 -10.399 1.804
C 1.594 -11.063 1.034
C 1.318 -12.439 1.176
N 0.395 -13.021 0.356
C 0.219 -14.299 0.527
C 0.929 -15.054 1.492
C 0.677 -16.533 1.604
C 1.930 -17.350 1.312
F 2.764 -16.711 0.416
N 1.807 -14.530 2.303
C 2.010 -13.192 2.129
C 2.963 -12.525 2.935
C 3.224 -11.178 2.792
C 4.286 -10.615 3.670
Br 3.758 -9.948 5.364
C 5.552 -10.657 3.263
C 5.956 -11.236 1.936
Br 6.928 -9.954 4.367
H -4.868 12.037 -0.743
H -4.503 10.410 -0.098
H -3.251 11.664 -0.298
H -4.841 10.537 -2.599
H -3.508 11.627 -2.769
H -3.581 8.692 -2.575
H -2.317 9.726 -3.177
H -1.213 8.717 -1.462
H -1.842 9.993 -0.463
H -3.198 7.342 -1.066
H -3.720 8.433 0.222
H -1.581 7.890 1.428
H -1.054 6.914 0.081
H -3.467 6.356 1.847
H -3.039 5.427 0.412
H -0.691 5.562 1.970
H -1.952 5.198 3.104
H -2.665 3.426 1.219
H -0.980 3.687 0.682
H -2.032 2.210 3.011
H -0.634 3.178 3.382
H -0.661 1.455 0.917
H 0.720 1.915 1.924
H -0.272 0.499 3.780
H -1.445 -0.103 2.602
H 0.082 -1.311 1.389
H 1.430 -0.313 1.889
H 1.966 -1.740 3.580
H 0.367 -1.538 4.248
H -0.185 -3.671 3.684
H 0.169 -3.309 2.006
H 2.365 -4.046 2.101
H 2.472 -3.876 3.837
H 1.664 -6.019 4.198
H 0.421 -5.808 2.983
H 1.739 -6.594 1.244
H 3.219 -6.018 1.975
H 3.594 -7.876 3.192
H 1.913 -8.330 3.401
H 2.146 -8.653 0.715
H 3.828 -8.862 1.129
H 1.060 -10.501 0.283
H -0.493 -14.805 -0.108
H -0.159 -16.850 0.990
H 0.426 -16.711 2.648
H 1.638 -18.302 0.871
H 2.487 -17.581 2.214
H 3.484 -13.106 3.681
H 5.682 -12.286 1.944
H 7.018 -11.113 1.776
H 5.386 -10.754 1.148
O -6.362 8.902 0.943
S -7.257 7.993 1.589
O -8.429 7.524 0.918
O -7.666 8.590 3.005
C -8.233 9.917 3.037
C -9.668 9.955 2.550
C -6.318 6.628 2.178
H -7.599 10.598 2.467
H -8.185 10.221 4.080
H -9.736 9.710 1.491
H -10.084 10.952 2.696
H -10.277 9.232 3.094
H -5.447 7.003 2.709
H -6.010 6.047 1.312
H -6.944 6.024 2.829
O -4.447 3.505 2.274
S -4.055 2.146 2.052
O -3.113 1.832 1.024
O -5.361 1.264 1.861
C -6.310 1.670 0.850
C -5.837 1.364 -0.556
C -3.514 1.428 3.563
H -6.543 2.729 0.973
H -7.216 1.110 1.071
H -4.964 1.958 -0.821
H -6.629 1.587 -1.271
H -5.560 0.314 -0.647
H -4.242 1.646 4.339
H -2.554 1.880 3.803
H -3.400 0.357 3.419
O 3.240 -5.127 -0.621
S 2.690 -4.418 -1.735
O 1.430 -4.810 -2.284
O 3.777 -4.364 -2.892
C 4.348 -5.613 -3.339
C 3.397 -6.418 -4.202
C 2.650 -2.695 -1.380
H 4.690 -6.186 -2.476
H 5.228 -5.332 -3.914
H 2.534 -6.760 -3.631
H 3.909 -7.293 -4.602
H 3.025 -5.813 -5.029
H 3.616 -2.393 -0.986
H 1.870 -2.541 -0.636
H 2.410 -2.156 -2.292
O 8.966 -11.904 0.423
S 10.082 -12.801 0.418
O 11.372 -12.341 0.012
O 9.692 -14.092 -0.421
C 9.211 -13.902 -1.769
C 10.317 -13.544 -2.742
C 10.219 -13.586 1.986
H 8.418 -13.153 -1.771
H 8.762 -14.853 -2.047
H 10.743 -12.567 -2.518
H 9.924 -13.520 -3.758
H 11.124 -14.274 -2.689
H 9.242 -13.958 2.282
H 10.568 -12.832 2.689
H 10.942 -14.393 1.910
O -3.710 14.769 -2.576
S -3.279 15.637 -3.628
O -3.395 17.056 -3.496
O -3.965 15.173 -4.985
C -5.403 15.067 -5.010
C -6.091 16.417 -5.066
C -1.621 15.241 -4.066
H -5.741 14.481 -4.154
H -5.631 14.495 -5.908
H -5.926 16.985 -4.152
H -7.165 16.282 -5.193
H -5.705 17.010 -5.895
H -1.534 14.165 -4.192
H -0.989 15.582 -3.250
H -1.367 15.766 -4.983
O 0.423 10.771 -4.094
S 1.613 9.988 -4.236
O 2.771 10.505 -4.896
O 1.232 8.586 -4.878
C 0.517 8.588 -6.133
C 1.402 8.943 -7.311
C 2.096 9.385 -2.656
H -0.342 9.257 -6.061
H 0.135 7.576 -6.244
H 1.751 9.973 -7.252
H 0.847 8.825 -8.242
H 2.282 8.300 -7.337
H 1.229 8.956 -2.160
H 2.474 10.237 -2.094
H 2.880 8.645 -2.789
*
```

These are the Löwdin partial charges, in e, on atoms 1 to 8:
1 C -0.1052
2 C -0.2352
3 C -0.1916
4 C -0.2045
5 C -0.2131
6 C -0.2220
7 C -0.2078
8 C -0.1932

=====

Density functional theory data (the ωB97M-V functional and the def2-TZVPD basis) for a structure of composition C27H33ClFeN15O4.

Frontier orbital gap (spin up / spin down) = 7.790 / 6.679 eV
Maximum force = 0.46 eV Å⁻¹
Energy = -3894.2013 a.u.

The geometry in ORCA input format:
```
! wB97M-V def2-TZVPD RIJCOSX def2/J DEFGRID3
* xyz 2 6
Fe -0.291 0.641 0.085
C -4.407 -0.697 -1.753
C -3.206 -0.015 -1.577
N -2.209 -0.542 -0.884
C -2.399 -1.758 -0.371
C -3.611 -2.415 -0.523
N -4.613 -1.886 -1.213
C -1.223 -2.340 0.305
C -1.179 -3.646 0.763
C 0.005 -4.159 1.277
C 1.130 -3.334 1.256
C 1.022 -2.041 0.784
N -0.154 -1.535 0.366
C 2.184 -1.153 0.568
C 3.496 -1.493 0.878
N 4.517 -0.716 0.547
C 4.238 0.401 -0.112
C 2.930 0.773 -0.389
N 1.911 0.003 -0.033
C 0.088 -5.545 1.781
C -0.622 -6.574 1.174
C -0.501 -7.858 1.687
N 0.252 -8.156 2.739
C 0.926 -7.170 3.320
C 0.884 -5.855 2.878
H -5.213 -0.261 -2.328
H -3.071 0.982 -1.971
H -3.793 -3.385 -0.079
H -2.060 -4.269 0.717
H 2.087 -3.733 1.560
H 3.740 -2.409 1.400
H 5.069 1.023 -0.419
H 2.707 1.699 -0.895
H -1.233 -6.403 0.298
H -1.032 -8.682 1.226
H 1.528 -7.440 4.179
H 1.443 -5.094 3.407
C 0.224 2.509 5.276
N -0.096 1.483 4.285
C -0.771 0.263 4.723
C 0.209 1.625 2.990
N 0.071 0.667 2.108
N 0.710 2.855 2.623
C 0.842 3.340 1.339
N 1.159 4.650 1.281
N 0.699 2.582 0.306
H 0.072 2.091 6.265
H -0.424 3.383 5.176
H 1.274 2.802 5.216
H -1.169 0.426 5.720
H -0.085 -0.587 4.759
H -1.614 0.039 4.068
H -0.322 -0.160 2.538
H 0.754 3.543 3.355
H 1.110 5.247 2.089
H 1.200 5.115 0.390
H 0.727 3.120 -0.553
O -4.056 2.295 0.523
Cl -2.745 2.051 0.985
O -1.812 2.083 -0.211
O -2.284 3.027 1.912
O -2.586 0.711 1.523
C 0.590 4.372 -4.604
C 0.565 3.311 -5.700
C 1.965 2.792 -6.016
C -0.409 2.181 -5.368
N -0.111 1.527 -4.087
C -0.562 1.796 -2.868
N 0.033 0.969 -2.031
N 0.864 0.198 -2.767
N 0.779 0.526 -3.995
H 1.171 5.235 -4.927
H 1.064 3.991 -3.694
H -0.413 4.727 -4.354
H 0.153 3.768 -6.604
H 2.420 2.312 -5.147
H 2.610 3.617 -6.314
H 1.950 2.066 -6.829
H -0.377 1.395 -6.120
H -1.429 2.556 -5.292
H -1.291 2.546 -2.614
*
```

These are the Löwdin partial charges, in e, on atoms 1 to 8:
1 Fe 1.0285
2 C -0.0574
3 C -0.0913
4 N 0.0706
5 C -0.1851
6 C -0.0285
7 N 0.1308
8 C -0.1587

=====

Density functional theory data (the ωB97M-V functional and the def2-TZVPD basis) for a structure of composition C20H13F9N2O11S.

Frontier orbital gap = 9.156 eV
Maximum force = 0.73 eV Å⁻¹
Energy = -3003.8596 a.u.

The geometry in ORCA input format:
```
! wB97M-V def2-TZVPD RIJCOSX def2/J DEFGRID3
* xyz 0 1
O -3.762 0.472 1.139
C -3.021 -0.158 0.473
O -2.753 -1.475 0.598
C -2.274 0.492 -0.721
F -2.278 1.820 -0.573
F -0.982 0.060 -0.719
C -2.896 0.126 -2.100
F -4.057 0.789 -2.222
F -3.151 -1.205 -2.125
C -2.004 0.465 -3.323
F -1.631 1.750 -3.201
F -2.744 0.351 -4.442
C -0.691 -0.382 -3.479
O 0.322 0.231 -3.490
C -0.581 -1.952 -3.530
C -1.751 -2.826 -4.131
F -1.263 -3.746 -4.981
F -2.420 -3.466 -3.188
F -2.610 -2.070 -4.831
C 0.777 -2.343 -4.180
O 1.138 -3.524 -3.446
S 0.918 -3.171 -1.914
O 0.611 -4.345 -1.192
O 1.917 -2.254 -1.491
O -0.445 -2.354 -2.160
H -2.242 -1.664 1.401
H 1.519 -1.561 -4.018
H 0.708 -2.568 -5.242
C 5.632 -0.082 1.486
C 6.809 0.271 0.838
C 7.014 -0.098 -0.482
C 6.024 -0.820 -1.124
C 4.847 -1.187 -0.500
C 4.655 -0.809 0.819
N 6.225 -1.202 -2.535
O 7.276 -0.892 -3.060
O 5.325 -1.802 -3.091
H 5.476 0.212 2.516
H 7.569 0.836 1.360
H 7.920 0.167 -1.005
H 4.097 -1.753 -1.030
H 3.739 -1.086 1.323
C -4.543 3.729 3.798
C -3.971 4.593 4.723
C -3.104 4.107 5.689
C -2.828 2.753 5.702
C -3.389 1.873 4.795
C -4.254 2.371 3.834
N -1.895 2.227 6.717
O -1.433 3.013 7.520
O -1.642 1.037 6.687
H -5.213 4.116 3.042
H -4.198 5.650 4.694
H -2.648 4.761 6.417
H -3.150 0.821 4.842
H -4.696 1.699 3.113
*
```

These are the Löwdin partial charges, in e, on atoms 1 to 8:
1 O 0.2061
2 C -0.4006
3 O 0.1339
4 C -0.3477
5 F 0.1698
6 F 0.1451
7 C -0.3402
8 F 0.1791

=====

Question: maximum force of number 4 (C20H13F9N2O11S)?
Answer: 0.73 eV Å⁻¹

=====

Question: Number 1 is which compound?
Answer: C34H49Cl22F9N2

=====

Question: Among the records above, which one has the highest maximum force?
Answer: C51H99Br2FN2O18S6

=====

Question: Number 3 is which compound?
Answer: C27H33ClFeN15O4